Record 1
Here is a structure of composition C19H58NbO10 at a distorted geometry from the Open Molecules 2025 dataset. Energies are from ωB97M-V/def2-TZVPD.

Properties
- Total charge: -1
- Electronic energy: -42658.538 eV
- Strongest force on any atom: 1.288 eV/Å
- Spin multiplicity: 1
- Relative energy (zero: lowest compared OMol25 entry of this formula, charge and spin): 61.81 kJ/mol
- Kohn-Sham gap: 6.2 eV
- HOMO energy: -4.304 eV

```
88
Properties=species:S:1:pos:R:3:forces:R:3
C 1.27139 2.91555 -3.84187 0.1 0.3 -0.2
C 0.87944 1.57726 -3.20884 0.4 1.1 0.6
Nb -0.57254 1.59599 -1.47933 -0.3 -0.2 -1.1
C -1.61762 1.86375 0.54745 0.5 0.8 0.1
O -1.90314 3.12185 1.19783 -0.2 0.0 0.0
C -0.74816 3.90537 1.31252 0.2 -0.2 -0.2
C -2.19707 0.44539 -2.60496 0.5 -0.5 0.6
O -2.16574 1.04362 -3.92356 -0.3 0.2 -0.2
O -3.20614 2.03842 -4.02409 0.4 -0.1 0.1
H 1.72437 3.58939 -3.11000 0.0 -0.1 0.1
H 0.41692 3.46159 -4.24802 -0.1 -0.1 0.0
H 1.99356 2.81367 -4.66543 0.0 -0.1 0.0
H 0.45933 0.92471 -3.98442 -0.2 -0.1 0.2
H 1.80103 1.12485 -2.82683 -0.1 -0.2 0.0
H -1.18078 3.32708 -1.97473 -0.5 0.0 -0.1
H 0.98234 1.95594 -0.57086 -0.2 -0.9 0.0
H -0.17928 -0.13381 -0.92737 -0.3 0.1 0.2
H -2.61024 1.42512 0.35605 0.1 -0.1 -0.2
H -1.12520 1.22923 1.29508 0.1 -0.1 -0.2
H -0.89737 4.61985 2.12166 0.0 0.1 -0.1
H 0.12460 3.28176 1.53449 0.0 0.1 0.1
H -0.53405 4.44521 0.37837 0.0 0.0 0.0
H -2.13567 -0.63077 -2.74735 0.0 0.0 -0.1
H -3.16840 0.65409 -2.14287 0.0 0.1 0.0
H -2.75251 2.78809 -3.59734 -0.1 0.1 0.0
C 0.75970 -0.53575 4.80967 -0.1 0.1 0.0
C 1.42892 0.12080 3.61461 0.1 0.0 0.0
O 0.69794 1.19443 3.06963 0.0 0.2 -0.1
H -0.23657 -0.88648 4.53561 0.0 0.0 0.0
H 1.35112 -1.38585 5.14863 0.0 0.0 0.0
H 0.64479 0.17780 5.63024 0.0 0.0 0.0
H 1.52857 -0.59276 2.79558 0.1 -0.1 0.1
H 2.44362 0.43937 3.89580 0.0 0.0 0.0
H 0.57432 1.89502 3.72373 -0.2 -0.2 0.1
C -2.18405 -2.80787 -4.83432 -0.2 0.2 0.1
C -1.44785 -2.05917 -5.92780 0.1 0.1 -0.1
O -2.15745 -0.92298 -6.39120 -0.1 0.0 0.1
H -3.17189 -3.13779 -5.15995 0.0 0.0 -0.1
H -1.63458 -3.68097 -4.47973 0.1 0.1 0.0
H -2.32736 -2.11936 -4.00226 0.0 -0.2 0.1
H -1.30724 -2.68946 -6.80943 0.0 0.0 0.0
H -0.45676 -1.76051 -5.56592 0.0 -0.1 0.0
H -2.28251 -0.30507 -5.65108 0.1 0.0 0.0
C 4.70655 -4.20604 4.89938 0.0 0.1 -0.1
C 3.32196 -4.05888 5.50057 0.0 0.0 0.0
O 2.40076 -3.44980 4.60973 0.1 -0.1 0.0
H 5.09497 -3.23368 4.59597 0.0 0.0 0.0
H 5.39894 -4.65196 5.61632 0.0 0.0 0.0
H 4.66523 -4.85641 4.02366 0.0 0.0 0.0
H 3.34474 -3.40501 6.37334 0.0 0.0 0.0
H 2.95327 -5.03921 5.82460 0.0 0.0 0.0
H 2.33004 -4.00017 3.82284 0.0 0.0 0.0
C -0.87309 -2.00152 -9.81071 0.1 0.0 -0.1
C -1.10414 -3.49471 -9.89825 -0.1 -0.1 0.0
O -0.06943 -4.18394 -10.59932 0.1 0.1 0.0
H -0.77498 -1.57594 -10.81012 0.0 0.0 0.0
H -1.69319 -1.50727 -9.28854 0.0 0.0 0.0
H 0.04226 -1.78243 -9.25544 0.0 0.0 0.0
H -2.01361 -3.71716 -10.45669 0.0 0.0 0.0
H -1.22438 -3.91546 -8.89397 0.0 0.0 0.0
H 0.75678 -4.02796 -10.13115 0.0 0.0 0.0
C -1.40523 5.22844 4.96955 0.1 0.0 0.0
C -1.53492 3.78062 5.38960 -0.1 0.0 -0.1
O -0.34579 3.03257 5.16266 0.3 -0.1 0.1
H -1.11313 5.28508 3.92256 0.0 0.0 0.0
H -2.35665 5.74534 5.09784 0.0 0.0 0.0
H -0.64363 5.74678 5.55928 0.0 0.0 0.0
H -2.28517 3.27277 4.78428 -0.1 0.1 0.0
H -1.84182 3.70874 6.43871 0.0 0.0 0.0
H 0.38499 3.40836 5.66373 -0.1 0.1 0.1
C -4.86816 7.47033 1.94257 -0.1 0.0 0.0
C -4.19754 7.15911 3.26706 0.0 -0.1 -0.1
O -4.67231 5.94585 3.84031 0.0 0.0 -0.1
H -5.94866 7.53514 2.07390 0.0 0.0 0.0
H -4.50699 8.41465 1.53229 0.0 0.0 0.0
H -4.65635 6.68642 1.21297 0.0 0.0 0.0
H -4.41053 7.93662 4.00137 0.0 0.0 0.0
H -3.11128 7.11163 3.13190 0.0 0.0 0.0
H -4.47474 5.23467 3.21944 0.0 0.0 0.0
C 5.95162 -8.92931 2.41428 -0.1 0.0 0.0
C 5.37766 -7.56658 2.74807 0.0 0.1 0.0
O 4.38286 -7.61531 3.76345 0.0 -0.1 0.0
H 5.15792 -9.60864 2.10371 0.0 0.0 0.0
H 6.68279 -8.85427 1.60854 0.0 0.0 0.0
H 6.45396 -9.36217 3.28281 0.0 0.0 0.0
H 4.87119 -7.13938 1.88275 0.1 0.0 0.0
H 6.18275 -6.87901 3.03198 0.0 0.0 0.0
H 4.78269 -7.96749 4.56481 0.0 0.0 0.0
```
Forces are in eV/Å.

Löwdin atomic charge list, values in e, 4 entries: -0.2609 -0.4623 1.2386 -0.3919

Record 2
Here is a structure of composition C8H10NS at a distorted geometry from the Open Molecules 2025 dataset. Energies are from ωB97M-V/def2-TZVPD.

Properties
- Total charge: +1
- Electronic energy: -20771.799 eV
- Strongest force on any atom: 7.853 eV/Å
- Spin multiplicity: 1
- Relative energy (zero: lowest compared OMol25 entry of this formula, charge and spin): 421.56 kJ/mol
- Kohn-Sham gap: 8.7 eV
- HOMO energy: -12.647 eV

```
20
Properties=species:S:1:pos:R:3:forces:R:3
C -0.54309 1.43299 -1.84266 0.9 2.0 0.9
C 0.09382 0.69167 -1.14550 1.6 -4.8 2.4
C -0.78943 -0.65863 3.36382 2.5 0.8 -2.6
C -1.04177 -0.61176 1.95464 3.7 -2.1 0.1
C 0.56077 -0.68972 3.67392 -1.2 -0.5 -0.1
C 0.15029 -0.90759 1.21877 -1.3 1.2 1.2
C -1.26160 2.50549 -2.51280 -1.6 -0.4 0.3
C 0.39893 -0.99048 -0.23529 -6.3 4.2 -1.9
N 1.65750 -1.52147 -0.56627 2.3 0.7 0.7
S 1.50002 -0.92163 2.27340 0.2 0.1 0.6
H -1.52060 -0.55224 4.06570 -1.8 0.2 1.8
H -1.97184 -0.69072 1.50504 -1.7 0.3 -0.7
H 0.95400 -0.69524 4.68560 0.3 0.0 -0.4
H -2.22004 2.62346 -1.93937 0.7 0.0 -0.6
H -0.93266 3.53438 -2.80217 0.7 -1.3 0.6
H -1.47339 1.90092 -3.36794 -1.0 0.6 -1.5
H -0.52509 -1.41993 -0.79718 2.2 0.1 0.9
H 2.35789 -1.05306 0.05681 -0.3 -0.6 -0.3
H 1.94865 -1.21616 -1.47195 0.1 -0.2 -1.3
H 1.70729 -2.52204 -0.41061 0.2 -0.4 -0.2
```
Forces are in eV/Å.

Löwdin atomic charge list, values in e, 4 entries: -0.1808 0.1029 -0.1281 -0.0425

Record 3
Here is a cluster of 10 separate species, C79H67BFIN2O22S in total at a distorted geometry from the Open Molecules 2025 dataset. Energies are from ωB97M-V/def2-TZVPD.

Properties
- Electronic energy: -153332.402 eV
- Strongest force on any atom: 11.307 eV/Å
- Spin multiplicity: 1
- Kohn-Sham gap: 5.7 eV
- HOMO energy: -7.805 eV
- Structure (SMILES): CC[C@H](C)c1c(CCCI)c(CB(O)O)c(N=C=O)c2c1Nc1c(CCF)ccc(CCO)c1S2.O=C1C=CC(=O)C=C1.O=C1C=CC(=O)C=C1.O=C1C=CC(=O)C=C1.O=C1C=CC(=O)C=C1.O=C1C=CC(=O)C=C1.O=C1C=CC(=O)C=C1.O=C1C=CC(=O)C=C1.O=C1C=CC(=O)C=C1.O=C1C=CC(=O)C=C1

```
174
Properties=species:S:1:pos:R:3:forces:R:3
C -0.48968 -6.10046 -1.27423 -0.6 0.0 0.4
C -1.19320 -4.94740 -2.26067 0.4 -0.7 1.2
C -0.66517 -3.49484 -1.71427 -1.2 0.1 0.5
C -1.39361 -3.23472 -0.23202 -0.4 1.1 -0.5
C -1.06994 -2.20959 -2.64803 0.0 2.7 -2.1
C 0.11108 -1.05444 -2.90898 -2.3 1.2 -1.9
C 1.62320 -1.18205 -2.25648 -1.3 -1.5 0.3
C 1.44826 -0.94808 -0.63472 -0.4 0.5 0.0
C 2.37537 0.28273 -0.06075 -2.5 0.0 1.3
I 4.50702 0.03062 -0.50185 -1.0 0.2 0.2
C -0.15720 0.31674 -3.82176 -3.2 -2.2 0.4
C 0.98591 1.46604 -4.12270 0.1 -1.2 0.2
B 1.85118 0.93046 -5.45489 1.0 -0.5 -1.3
O 2.80927 -0.22111 -5.33620 -0.5 3.3 0.6
O 1.72230 1.52213 -6.81421 -0.9 0.5 3.5
C -1.65082 0.53724 -4.46041 1.5 -3.8 3.1
N -1.88787 1.81746 -5.25490 0.5 -5.3 -6.4
C -1.87229 1.36869 -6.58095 -2.5 4.1 -4.0
O -2.07463 1.39852 -7.92481 2.0 -0.8 11.1
C -2.79894 -0.60250 -4.19589 2.1 -0.9 1.5
C -2.58432 -1.99953 -3.32663 3.9 3.2 -0.1
N -3.67014 -3.03595 -3.14274 -0.3 2.5 -1.3
C -5.00523 -2.43449 -2.76415 -4.0 1.2 1.3
C -5.87921 -3.18400 -1.57064 -0.7 2.3 -1.2
C -5.20872 -4.54256 -0.89179 -1.4 -0.5 -0.6
C -6.43115 -5.52830 -0.32377 0.5 0.7 0.3
F -7.46055 -5.79868 -1.38738 2.3 0.7 2.5
C -7.34408 -2.62446 -1.08745 2.4 2.5 -3.7
C -7.93348 -1.27213 -1.83414 3.5 -1.8 -0.9
C -7.09743 -0.49679 -3.05730 0.9 -2.9 1.4
C -7.70382 0.85882 -3.77429 1.0 0.1 1.1
C -7.19435 2.13001 -2.81428 0.9 -1.1 0.2
O -7.97895 2.18479 -1.53996 2.5 -0.7 -0.5
C -5.64408 -1.10306 -3.51270 -1.2 -2.2 3.2
S -4.55845 -0.37047 -4.90443 0.7 -0.9 2.4
H -0.11345 -7.03887 -1.87338 -0.8 1.9 1.2
H 0.39896 -5.66222 -0.64562 -1.6 -0.8 -1.3
H -1.31904 -6.44515 -0.48907 1.9 0.6 -1.7
H -2.35674 -5.04499 -2.04534 2.5 0.4 -1.0
H -0.89264 -5.20486 -3.36190 -0.8 0.8 2.0
H 0.47667 -3.60485 -1.48281 -2.1 0.6 -0.9
H -2.26132 -4.01075 -0.10930 1.8 1.4 0.1
H -0.62404 -3.20975 0.65060 -1.6 -0.4 -1.8
H -1.89821 -2.15636 -0.27206 1.0 -2.3 0.1
H 1.97098 -2.31081 -2.40248 -0.6 2.5 0.1
H 2.42852 -0.50164 -2.76439 -1.9 -1.2 1.0
H 1.58041 -1.96775 -0.05359 0.1 2.2 -1.1
H 0.31688 -0.62315 -0.43735 2.5 -0.6 -0.4
H 2.25239 0.30628 1.12530 0.5 -0.1 -2.6
H 1.93268 1.32469 -0.43046 1.4 -2.3 0.5
H 1.74887 1.53105 -3.20710 -2.1 -0.2 -2.0
H 0.55692 2.52875 -4.36391 0.4 -2.3 0.8
H 3.58218 0.03410 -4.73302 -1.8 -0.6 -1.2
H 1.16774 2.37930 -6.77951 1.1 -2.2 0.0
H -3.74138 -3.51297 -4.08994 -0.2 0.7 1.5
H -4.53775 -4.30140 0.05061 -1.3 -0.4 -2.0
H -4.58636 -5.13981 -1.71694 -1.3 1.5 1.9
H -6.02322 -6.55175 0.07699 -0.8 1.9 -1.2
H -6.89556 -4.96511 0.61841 0.4 -1.3 -2.3
H -7.98704 -3.14517 -0.25521 1.7 1.2 -2.0
H -8.97859 -0.87492 -1.46607 2.4 -0.7 -1.0
H -8.88133 0.82471 -3.87113 2.6 0.0 0.3
H -7.18730 1.02785 -4.81416 -1.1 -0.6 1.9
H -7.17491 3.15352 -3.38717 -0.5 -2.0 1.2
H -6.07997 1.86685 -2.49984 -2.2 0.7 -1.0
H -7.33766 1.81339 -0.84248 -1.7 0.8 -1.6
C -11.75707 -3.21453 1.19972 0.4 0.0 -0.4
C -10.53360 -2.78552 0.87507 -0.4 -0.2 -0.1
C -9.66512 -2.12385 1.86862 0.7 0.3 -0.1
O -8.54593 -1.72908 1.57183 -0.8 -0.2 0.3
C -10.20011 -1.95617 3.23445 -0.3 -0.1 0.3
C -11.42359 -2.38518 3.55909 0.4 0.2 0.1
C -12.29206 -3.04685 2.56554 -0.9 -0.3 0.2
O -13.41125 -3.44162 2.86233 0.8 0.3 -0.2
H -12.40715 -3.70115 0.48289 0.0 0.0 0.0
H -10.12654 -2.90176 -0.12223 -0.1 0.0 0.0
H -9.55003 -1.46955 3.95127 0.0 0.0 -0.1
H -11.83065 -2.26894 4.55639 0.0 0.0 0.0
C 3.78694 -3.30504 3.87331 -0.1 0.2 -0.4
C 3.18024 -3.27460 2.68280 0.3 0.2 0.3
C 1.93747 -4.03236 2.43675 -0.2 0.0 -0.5
O 1.38258 -4.00666 1.34682 0.3 -0.1 0.5
C 1.39056 -4.82328 3.55707 0.1 -0.1 0.4
C 1.99726 -4.85372 4.74758 -0.4 -0.2 -0.2
C 3.24003 -4.09597 4.99364 0.5 0.0 0.8
O 3.79492 -4.12166 6.08357 -0.4 0.0 -0.7
H 4.69945 -2.75570 4.07029 0.0 0.0 0.0
H 3.56846 -2.69870 1.85127 0.0 0.0 0.0
H 0.47805 -5.37263 3.36009 0.0 0.0 0.0
H 1.60904 -5.42962 5.57911 0.0 0.1 0.0
C 0.29858 -2.54688 8.85630 0.4 0.4 0.0
C 0.59488 -1.78444 9.91328 -0.1 -0.2 -0.4
C 1.40642 -2.30602 11.03068 0.0 0.4 0.4
O 1.67642 -1.60951 11.99943 -0.2 -0.5 -0.4
C 1.87892 -3.70144 10.93409 0.0 -0.4 -0.2
C 1.58262 -4.46388 9.87710 0.2 0.0 0.4
C 0.77108 -3.94231 8.75970 -0.2 -0.3 -0.6
O 0.50108 -4.63882 7.79095 0.2 0.4 0.5
H -0.29609 -2.18009 8.02860 0.4 -0.1 0.2
H 0.25640 -0.75879 9.99865 0.0 0.0 0.0
H 2.47359 -4.06823 11.76178 0.0 0.0 0.0
H 1.92110 -5.48954 9.79174 0.0 0.0 0.0
C 6.18694 2.13496 12.36507 0.0 0.2 -0.5
C 5.58024 2.16540 11.17457 0.4 0.2 0.3
C 4.33747 1.40764 10.92851 -0.4 0.0 -0.6
O 3.78258 1.43333 9.83858 0.3 0.0 0.6
C 3.79056 0.61672 12.04884 0.0 -0.1 0.3
C 4.39726 0.58628 13.23935 -0.3 -0.1 -0.3
C 5.64003 1.34403 13.48540 0.3 -0.1 0.8
O 6.19492 1.31834 14.57533 -0.3 0.0 -0.7
H 7.09945 2.68430 12.56205 0.0 0.0 0.0
H 5.96846 2.74130 10.34304 0.0 0.0 0.0
H 2.87805 0.06737 11.85186 0.1 0.1 0.0
H 4.00904 0.01038 14.07088 0.0 0.0 0.0
C 3.25075 6.97035 -2.71755 -0.2 -0.3 0.3
C 2.81710 5.72817 -2.48246 0.1 0.4 0.1
C 2.72239 4.73165 -3.56744 -0.2 -0.6 0.2
O 2.32370 3.59507 -3.35355 0.7 1.2 0.0
C 3.12676 5.16027 -4.92117 0.1 0.3 -0.2
C 3.56040 6.40245 -5.15626 -0.1 -0.4 -0.2
C 3.65511 7.39897 -4.07128 0.3 0.8 -0.2
O 4.05380 8.53555 -4.28517 -0.3 -0.8 0.2
H 3.32558 7.71367 -1.93325 0.0 0.0 0.0
H 2.51753 5.39822 -1.49494 0.0 0.0 0.0
H 3.05192 4.41695 -5.70547 0.0 0.0 0.0
H 3.85998 6.73241 -6.14378 0.0 0.0 0.0
C -2.95744 -0.26668 6.99388 -0.2 0.3 -0.3
C -3.85998 0.18274 6.11651 0.4 0.1 0.3
C -4.98009 -0.66701 5.66652 -0.7 0.3 -0.7
O -5.80550 -0.25718 4.86200 0.6 -0.3 0.6
C -5.06506 -2.03127 6.22455 0.2 -0.3 0.3
C -4.16252 -2.48069 7.10191 -0.4 -0.1 -0.3
C -3.04241 -1.63094 7.55190 0.3 -0.2 0.4
O -2.21700 -2.04077 8.35642 -1.2 0.4 -0.4
H -2.12942 0.34332 7.33379 0.0 0.0 0.0
H -3.81187 1.18117 5.69862 0.0 0.0 0.0
H -5.89307 -2.64126 5.88463 0.0 0.0 0.0
H -4.21063 -3.47912 7.51981 0.0 0.0 0.0
C 7.31246 10.75352 -8.13019 0.4 0.2 -0.1
C 8.08143 11.69985 -7.58293 -0.2 -0.3 -0.3
C 7.91372 12.10247 -6.17262 0.5 0.7 0.4
O 8.61576 12.96993 -5.67146 -0.4 -0.6 -0.3
C 6.86504 11.41809 -5.39051 -0.3 -0.3 0.0
C 6.09607 10.47177 -5.93777 0.0 0.2 0.4
C 6.26378 10.06915 -7.34808 -0.2 -0.3 -0.2
O 5.56174 9.20168 -7.84924 0.3 0.3 0.2
H 7.42186 10.44690 -9.16328 0.0 0.1 0.1
H 8.85541 12.21064 -8.14317 0.0 0.0 0.0
H 6.75564 11.72472 -4.35743 0.0 0.0 0.0
H 5.32210 9.96098 -5.37753 0.0 0.0 -0.1
C 5.21246 8.94152 -13.67419 0.4 0.3 0.0
C 5.98143 9.88785 -13.12693 -0.1 -0.3 -0.4
C 5.81372 10.29047 -11.71662 0.3 0.5 0.3
O 6.51576 11.15793 -11.21546 -0.3 -0.5 -0.3
C 4.76504 9.60609 -10.93451 -0.4 -0.2 0.1
C 3.99607 8.65977 -11.48177 0.2 0.3 0.3
C 4.16378 8.25715 -12.89208 -0.6 -0.7 -0.3
O 3.46174 7.38968 -13.39324 0.5 0.6 0.3
H 5.32186 8.63490 -14.70728 0.0 0.0 0.0
H 6.75541 10.39864 -13.68717 0.0 0.0 0.0
H 4.65564 9.91272 -9.90143 0.0 -0.1 -0.1
H 3.22210 8.14898 -10.92153 0.0 0.0 0.0
C 5.57292 -9.16698 1.96193 0.3 0.4 0.0
C 5.67214 -7.85175 1.74596 0.2 -0.4 0.1
C 4.49508 -7.04739 1.36287 0.1 0.8 -0.1
O 4.58538 -5.84388 1.16306 -0.1 -0.7 0.2
C 3.20458 -7.75207 1.22936 -0.3 -0.4 0.0
C 3.10536 -9.06730 1.44533 -0.2 0.4 -0.1
C 4.28242 -9.87166 1.82842 -0.1 -1.0 0.2
O 4.19213 -11.07516 2.02824 0.1 0.8 -0.1
H 6.42649 -9.77176 2.24284 0.0 0.0 0.0
H 6.61144 -7.32016 1.84055 0.0 0.0 0.0
H 2.35101 -7.14729 0.94846 0.0 0.0 0.0
H 2.16606 -9.59889 1.35075 0.0 0.0 0.0
```
Forces are in eV/Å.

Löwdin atomic charge list, values in e, 4 entries: -0.1321 -0.2132 -0.2966 -0.0758